This record from OMol25 describes a gas-phase ion, C6H7N2O2S (charge +1) at a distorted geometry. The level of theory is wB97M-V/def2-TZVPD.

Properties
DFT total energy in Eh: -890.6151
SMILES string: COC1=C([N+]#N)C[C@H](C=S)O1
Total charge: +1
Lowest unoccupied orbital energy in eV: -4.9320

CARTESIAN COORDINATES (ANGSTROEM)
C  1.62500  -2.41188  0.32384
O  1.85368  -1.00648  0.29358
C  0.81325  -0.28955  -0.05088
C  0.78369  1.15345  -0.08809
N  1.75130  1.94510  0.19674
N  2.48691  2.78035  0.36912
C  -0.58759  1.60462  -0.43256
C  -1.29246  0.22574  -0.67891
C  -2.35373  0.16369  0.45910
S  -3.95232  -0.11749  0.17517
O  -0.38062  -0.83960  -0.42599
H  0.64994  -2.59804  -0.11967
H  1.81982  -2.62602  1.31651
H  2.46697  -2.79877  -0.11883
H  -0.57131  2.15333  -1.40308
H  -1.16331  2.31554  0.33797
H  -1.75241  -0.03978  -1.59748
H  -2.19680  0.38579  1.44346

***

This record from OMol25 describes a gas-phase ion, C6H7N2O3P (charge -2) at a distorted geometry. The level of theory is wB97M-V/def2-TZVPD.

Properties
DFT total energy in Eh: -909.4505
SMILES string: [H]/N=C(/[C@H]1C=CCC=N1)P(=O)([O-])[O-]
Total charge: -2
Lowest unoccupied orbital energy in eV: 5.9284

CARTESIAN COORDINATES (ANGSTROEM)
H  -1.33754  2.46410  -0.40149
N  -0.94016  1.75236  0.21796
C  -1.22538  0.63210  -0.26705
C  -0.61608  -0.75369  0.43327
C  0.56141  -1.08905  -0.39192
C  1.77020  -0.67782  -0.02723
C  1.93051  0.21332  1.17211
C  0.79474  -0.07969  2.12263
N  -0.33706  -0.54949  1.80291
P  -1.92112  0.23349  -1.97454
O  -0.60744  0.19579  -2.75147
O  -2.62766  -1.10122  -1.83788
O  -2.80855  1.42881  -2.28279
H  -1.44265  -1.45350  0.30570
H  0.38219  -1.68451  -1.26998
H  2.66690  -0.95159  -0.57614
H  2.90227  0.05467  1.67049
H  1.87744  1.26996  0.87202
H  0.97800  0.09594  3.18339

***

This record from OMol25 describes C6H7N3 in the gas phase at a distorted geometry. The level of theory is wB97M-V/def2-TZVPD.

Properties
DFT total energy in Eh: -396.9433
SMILES string: CC(C#N)(C#N)[C@H]1CN1
Lowest unoccupied orbital energy in eV: 0.3716

CARTESIAN COORDINATES (ANGSTROEM)
C  1.40442  -0.00654  -0.39577
C  -0.14553  0.30206  -0.61870
C  -0.65373  -0.38887  -1.79317
N  -1.04455  -0.83349  -2.86521
C  -0.00240  1.63569  -1.15706
N  0.54811  2.61822  -1.76732
C  -0.99363  0.21220  0.63073
C  -0.84100  -1.02762  1.41431
N  -0.49677  0.25397  2.01531
H  1.89244  0.30781  -1.29479
H  1.75473  0.51625  0.43761
H  1.64135  -1.09247  -0.53936
H  -2.03193  0.48758  0.70874
H  0.08828  -1.60914  1.22240
H  -1.65873  -1.60796  1.77519
H  0.53892  0.23232  2.22708

***

Computed values of Kohn-Sham gap (unit: Eh) for the preceding records, in sequence: 0.2748, 0.2070, 0.3964.
Computed values of relative energy (zero: lowest compared OMol25 entry of this formula, charge and spin) (unit: kcal/mol) for the preceding records, in sequence: 40.80, 0.00, 93.49.